Entry 1:
{"formula": "C26H26N4PtS2", "method": "the ωB97M-V functional and the def2-TZVPD basis", "lumo_ha": -0.037, "e_homo_ev": -7.00, "homo_lumo_gap_ev": 5.99, "elements": ["H", "H", "H", "H", "C", "C", "H", "H", "C", "C", "C", "H", "S", "H", "C", "N", "H", "H", "H", "C", "C", "H", "C", "C", "N", "C", "C", "H", "C", "C", "C", "H", "N", "H", "C", "C", "C", "H", "H", "C", "H", "S", "H", "H", "C", "C", "C", "C", "C", "N", "H", "Pt", "H", "C", "C", "H", "H", "H", "H"], "xyz": [[3.834385, 3.267418, -1.038587], [4.449328, 7.093783, -1.046511], [4.700660, 5.450447, -0.452197], [8.150865, 0.315661, -0.247008], [-4.427509, 1.008209, 0.739848], [4.809191, -0.446198, 0.266321], [1.870765, -2.047985, 0.836469], [0.203781, 5.481876, -0.520294], [3.397316, 5.319616, -2.872935], [2.220205, 2.301349, -0.029825], [3.930754, -1.489286, 0.564271], [2.378359, 7.723561, -2.256574], [-1.136869, -0.696302, -0.843508], [4.864316, 1.659761, -0.140912], [1.850495, 6.911529, -1.755334], [-7.775734, 1.702717, 0.132854], [4.291860, -2.490578, 0.751883], [6.966511, 1.365281, 0.520722], [7.856073, -1.315608, 1.598625], [2.865530, 0.977648, 0.128864], [2.826655, 3.371413, -0.662837], [-4.697393, 1.534128, 1.646242], [2.576340, -1.257089, 0.623026], [-6.717685, 1.289766, -0.043307], [0.959155, 2.380102, 0.428999], [-3.124890, 0.560241, 0.559760], [-5.997543, -0.106550, -2.457379], [1.453875, 7.307439, -0.818945], [0.819328, 4.604294, -0.392647], [2.130902, 4.565497, -0.850599], [2.816886, 5.751193, -1.519402], [6.574896, -0.357843, 2.352965], [2.039752, -0.050550, 0.398110], [2.612830, 4.951470, -3.536037], [3.951721, 6.229972, -0.602286], [6.600328, -1.812776, -0.796566], [-5.386889, 0.795181, -0.241369], [7.676570, -1.980348, -0.860381], [1.012993, 6.617362, -2.390248], [-2.773040, -0.124480, -0.608692], [6.286686, -2.048885, 1.933329], [-1.914109, 0.795231, 1.797332], [6.134672, -2.755055, -0.507566], [6.237499, -1.545929, -1.790590], [6.310388, -0.695927, 0.215838], [4.240948, 0.801311, 0.054044], [7.087713, 0.552858, -0.198467], [-5.035204, 0.113207, -1.416987], [6.780509, -1.131540, 1.611309], [-6.757164, -0.299739, -3.297936], [3.566954, 6.522629, 0.376022], [0.042260, 0.380626, 0.817322], [-3.473426, -0.871425, -2.496286], [-3.736322, -0.346328, -1.587214], [0.269461, 3.496144, 0.229021], [4.148716, 4.536439, -2.768151], [-0.751725, 3.488623, 0.590782], [3.877420, 6.172927, -3.354583], [6.783714, 0.910275, -1.184495]], "forces_ev_per_a": [[0.00, -0.01, 0.00], [0.00, 0.00, 0.00], [0.00, 0.00, 0.00], [0.00, 0.00, 0.00], [-0.06, -0.02, -0.05], [-0.01, -0.02, 0.01], [0.00, 0.00, -0.01], [0.00, 0.00, 0.02], [-0.01, 0.00, -0.01], [-0.11, -0.04, -0.15], [0.03, 0.01, 0.00], [0.00, 0.00, 0.00], [0.18, -0.40, 0.21], [0.00, 0.00, -0.01], [0.00, 0.02, 0.02], [0.00, -0.01, 0.01], [0.00, 0.00, 0.01], [-0.01, 0.00, 0.00], [0.00, 0.00, 0.00], [0.02, 0.00, 0.18], [-0.07, -0.02, -0.02], [0.00, 0.01, -0.01], [-0.08, -0.05, -0.19], [-0.06, 0.03, -0.01], [0.30, -0.20, 0.78], [0.13, -0.21, -0.01], [-0.07, -0.03, -0.01], [0.00, 0.00, 0.00], [-0.01, -0.02, -0.09], [0.02, 0.02, 0.02], [-0.01, -0.01, -0.01], [0.00, 0.00, 0.00], [0.21, 0.11, -0.19], [0.00, 0.00, 0.00], [0.02, 0.00, 0.00], [0.00, 0.00, -0.02], [0.08, -0.02, 0.04], [0.00, 0.00, 0.01], [0.00, -0.01, 0.00], [-0.02, -0.04, 0.06], [0.00, 0.00, 0.00], [-0.34, 0.66, 0.11], [-0.01, 0.00, 0.00], [0.00, 0.01, 0.00], [0.00, 0.01, 0.00], [-0.01, -0.01, 0.01], [0.00, 0.01, 0.00], [0.07, 0.02, -0.01], [0.01, -0.01, 0.00], [0.02, 0.01, -0.01], [0.00, 0.00, 0.00], [-0.15, 0.23, -0.87], [-0.01, -0.02, 0.01], [-0.06, -0.04, 0.01], [-0.01, 0.02, 0.12], [0.00, 0.00, 0.00], [0.01, 0.01, 0.03], [0.00, 0.00, 0.00], [0.00, -0.01, 0.00]], "mulliken_charge": [0.360, 0.435, 0.329, 0.425, -0.796, 0.336, 0.413, 0.510, -1.633, -0.144, -0.734, 0.428, -0.520, 0.494, -2.142, -0.506, 0.445, 0.414, 0.438, -0.576, 0.372, 0.497, -0.661, -0.132, -0.758, 0.288, -0.124, 0.419, -0.388, 0.248, 2.093, 0.377, -0.527, 0.376, -1.564, -1.626, 0.502, 0.462, 0.441, 0.540, 0.348, -0.348, 0.339, 0.372, 2.037, 0.461, -2.120, 0.467, -1.562, -0.508, 0.386, 0.789, 0.480, -0.833, -0.789, 0.323, 0.446, 0.461, 0.440]}

=====

Entry 2:
{"formula": "C3H6N2O2S", "method": "the ωB97M-V functional and the def2-TZVPD basis", "lumo_ha": 0.008, "e_homo_ev": -9.13, "relative_energy_kcal_mol": 150.5, "homo_lumo_gap_ev": 9.34, "elements": ["H", "H", "C", "S", "C", "H", "O", "O", "H", "H", "C", "N", "H", "N"], "xyz": [[0.434888, -2.262218, 1.752416], [-0.196715, 1.571115, -0.662593], [-0.402866, -1.846647, 1.186571], [1.078382, -0.182436, 2.639129], [-0.048969, -0.581102, 0.460414], [-0.781824, -2.676570, 0.600995], [0.442395, 2.309093, -3.122480], [-0.529964, -0.424932, -0.794549], [0.899276, 1.284158, 3.217458], [0.519862, 2.350802, -4.127358], [-0.456257, 0.772800, -1.486204], [-0.320965, 0.946569, -2.817417], [-1.094533, -1.656032, 2.107384], [0.457288, 0.395403, 1.046233]], "forces_ev_per_a": [[0.34, 0.03, -0.60], [-0.49, -0.92, -2.24], [-0.94, -0.99, 1.23], [-0.78, 5.26, 0.58], [-1.45, -0.13, 0.57], [-0.25, 0.26, -0.38], [-1.77, -2.00, 0.16], [-1.45, -0.91, -3.01], [0.68, -3.38, -1.11], [-0.66, -0.74, 1.89], [3.11, 3.25, -0.28], [1.03, 0.13, 3.06], [0.74, 0.11, -2.01], [1.89, 0.02, 2.14]], "mulliken_charge": [0.400, 0.352, -1.243, -0.237, 0.964, 0.296, -0.437, -0.353, 0.207, 0.343, 0.136, -0.279, 0.349, -0.497]}

=====

Entry 3:
{"formula": "C34H43BBrF6N6O2PS3V", "method": "the ωB97M-V functional and the def2-TZVPD basis", "lumo_ha": [-0.256, -0.241], "total_charge": 2, "multiplicity": 2, "e_homo_ev": [-13.46, -13.45], "homo_lumo_gap_ev": [6.48, 6.90], "elements": ["H", "S", "C", "C", "C", "H", "O", "F", "C", "C", "C", "C", "C", "C", "H", "H", "C", "C", "H", "H", "H", "S", "H", "H", "N", "H", "H", "H", "C", "C", "H", "N", "C", "H", "C", "H", "N", "H", "C", "H", "H", "F", "C", "H", "H", "F", "H", "C", "H", "C", "H", "H", "H", "S", "C", "C", "H", "H", "F", "H", "H", "C", "C", "H", "V", "C", "H", "H", "O", "C", "H", "C", "H", "H", "H", "F", "H", "H", "F", "N", "H", "Br", "C", "H", "C", "C", "N", "B", "N", "C", "C", "H", "P", "H", "C", "C", "C", "H"], "xyz": [[4.190848, 2.090651, 1.411424], [-1.726995, -1.190833, -2.083772], [0.059848, 1.619753, 3.599383], [4.393000, 1.038693, 1.611195], [-0.020336, 0.831997, -5.096848], [5.287173, -3.920970, -0.963834], [1.463551, 2.059199, 1.011112], [-1.893117, 1.073170, 0.988781], [1.777721, 2.824771, 2.211792], [4.587860, -1.300229, -1.376301], [7.005015, -1.917531, -1.749768], [4.970281, -0.441690, -0.333503], [2.042630, -4.229157, -4.966749], [5.398954, -1.748277, -3.665483], [-1.328639, 0.695231, 4.947648], [0.053411, -5.127955, 1.625702], [1.956965, 2.598039, -6.285956], [0.408788, 1.437431, 5.962742], [5.686558, -0.710449, -3.843020], [-0.551383, -5.182611, -4.792299], [1.418577, 3.362125, -5.721925], [-0.386351, -2.232100, 0.834939], [2.963137, 3.116862, 4.522606], [7.657379, -2.553387, -2.346947], [0.659444, -0.431880, -2.849696], [4.151727, -3.791789, -2.322191], [3.458262, -0.452455, -5.655216], [2.207090, 2.314453, 6.740343], [3.466346, 2.038774, -4.384626], [5.558987, -2.135233, -2.192881], [-2.844826, -0.811344, -4.882182], [3.311437, -1.449330, -1.687861], [2.457344, 1.467068, -5.384098], [2.922222, -3.722983, -4.566630], [2.689593, -0.050240, 0.071927], [0.448396, -6.357094, -1.670134], [0.767883, -2.630696, -1.507616], [3.025632, 2.843460, -3.794140], [5.179989, -3.611239, -2.005171], [-1.531661, -5.068363, 0.863550], [2.154846, -7.071747, -2.980402], [-3.336341, 2.968546, 0.870212], [4.023014, 0.194097, 0.440434], [0.503883, -6.399767, -5.511408], [4.316379, 2.449708, -4.929810], [-2.011784, 3.620842, -1.012254], [3.818891, 0.742007, 2.494425], [2.533767, -6.291377, -3.641257], [-0.257219, 1.371581, -6.002590], [0.208146, -3.241609, -0.465101], [-3.057629, 0.746021, -4.087674], [3.838241, 1.272077, -3.706189], [7.162657, -2.186771, -0.703607], [1.323427, 0.442436, 1.086578], [2.040429, 2.560163, 4.618358], [1.311377, 0.802910, -4.634706], [6.017994, -0.317473, -0.100456], [2.857485, -6.777179, -4.561496], [-1.033667, 3.158351, 0.973396], [4.364681, -1.883617, -3.981007], [3.411116, -5.840198, -3.174306], [3.114981, 0.388032, -6.256284], [1.046074, -4.546392, -2.687372], [3.971771, 0.811509, -6.780868], [-0.697592, -0.243725, -0.296196], [1.271936, 2.296432, 3.481823], [2.813429, 3.080641, -6.755485], [6.034908, -2.384368, -4.281530], [2.465689, 3.764942, 2.021180], [0.231164, -5.911964, -4.575685], [-0.581915, 1.474775, 2.740560], [-0.492910, -5.366507, 0.712308], [2.335198, -4.758993, -5.873024], [1.319390, 2.238658, -7.094468], [2.418139, 0.009061, -7.006423], [-0.608419, 1.651151, -0.833265], [-2.576257, 0.681986, -5.792609], [5.840414, -4.232968, -2.609751], [-2.950935, 1.571761, -0.935504], [1.173099, -3.242134, -2.619188], [-0.459128, -6.442281, 0.557964], [-0.178168, 0.847486, 7.644281], [-1.025862, 0.199459, -4.407947], [7.333788, -0.888031, -1.904320], [1.469504, -5.235035, -3.970489], [0.522392, -5.280137, -1.595658], [2.403740, -0.802911, -0.986787], [0.940417, -1.089272, -1.466308], [1.629839, 0.157034, -3.528158], [-2.456076, 0.206595, -4.822286], [1.615528, 2.120733, 5.856913], [1.312178, -3.466747, -5.239164], [-2.123314, 2.500943, 0.052307], [5.449731, 0.920859, 1.837262], [-0.625615, -0.422647, -3.212902], [0.092933, -4.650726, -0.457332], [-0.377104, 1.196146, 4.839507], [-0.183840, -6.677042, -3.918126]], "forces_ev_per_a": [[0.02, 0.03, -0.02], [-0.01, 0.21, -0.19], [-0.04, 0.03, 0.02], [-0.02, -0.06, 0.13], [-0.07, -0.11, -0.01], [0.00, 0.00, 0.01], [0.06, -0.12, 0.04], [0.02, -0.13, 0.06], [0.34, -0.15, -0.18], [0.07, 0.03, 0.07], [0.01, 0.00, -0.02], [-0.08, -0.01, -0.03], [0.01, 0.00, -0.03], [-0.04, -0.01, -0.10], [-0.01, 0.00, -0.01], [-0.01, 0.01, 0.01], [-0.03, 0.04, 0.01], [0.02, 0.03, -0.10], [0.00, 0.02, 0.01], [0.00, 0.01, 0.00], [-0.02, -0.01, 0.00], [0.09, -0.12, -0.11], [0.00, 0.01, -0.01], [0.00, -0.01, -0.01], [-0.09, 0.04, 0.03], [0.01, 0.02, 0.00], [0.05, -0.04, 0.06], [0.00, 0.00, 0.00], [0.11, -0.03, -0.03], [0.05, 0.04, 0.05], [-0.02, 0.01, 0.01], [0.03, 0.04, -0.06], [-0.04, 0.02, 0.00], [0.00, -0.01, 0.01], [0.04, 0.03, 0.08], [-0.01, -0.01, 0.00], [-0.03, -0.16, -0.02], [-0.03, -0.01, 0.02], [-0.03, -0.02, 0.01], [0.00, 0.01, 0.01], [-0.01, 0.00, 0.01], [-0.10, 0.05, 0.07], [-0.02, -0.12, -0.18], [0.01, 0.00, 0.00], [-0.02, 0.02, -0.01], [-0.04, 0.11, 0.01], [0.00, 0.05, -0.02], [0.02, -0.02, 0.00], [0.00, 0.01, -0.01], [0.00, 0.04, 0.08], [-0.01, -0.01, -0.01], [0.01, -0.02, 0.00], [0.00, -0.01, 0.01], [-0.08, 0.16, 0.01], [-0.08, 0.00, -0.08], [0.08, 0.00, 0.06], [0.01, 0.02, 0.01], [-0.01, 0.00, -0.01], [-0.10, 0.00, -0.08], [-0.02, 0.02, -0.04], [-0.01, -0.01, -0.01], [0.00, -0.04, -0.02], [0.01, 0.01, 0.03], [0.00, 0.01, 0.00], [-0.34, 0.19, 0.47], [-0.02, 0.11, 0.17], [0.01, 0.00, 0.01], [0.02, 0.01, 0.01], [-0.15, 0.04, 0.02], [-0.02, -0.01, -0.04], [0.03, 0.02, 0.05], [-0.02, -0.07, 0.03], [0.00, 0.00, 0.00], [0.00, 0.00, -0.01], [-0.01, 0.00, 0.00], [-0.14, -0.08, -0.29], [-0.01, 0.01, 0.01], [0.01, 0.00, 0.00], [-0.01, 0.10, 0.14], [-0.01, -0.02, -0.01], [-0.01, 0.00, 0.01], [0.00, 0.00, -0.01], [0.24, 0.00, 0.06], [-0.02, 0.02, 0.01], [-0.01, 0.02, 0.01], [0.00, 0.05, 0.06], [-0.02, 0.00, 0.08], [0.10, 0.02, -0.11], [0.06, 0.11, 0.00], [-0.08, 0.00, -0.05], [-0.03, -0.06, 0.06], [-0.02, 0.00, 0.01], [0.45, -0.38, -0.29], [0.01, 0.04, 0.01], [-0.15, -0.03, 0.03], [0.09, 0.09, -0.17], [0.03, -0.03, 0.11], [0.00, 0.00, 0.02]], "mulliken_charge": [0.279, -0.452, 0.467, -1.574, -0.368, 0.407, 0.080, -0.478, 0.273, -0.609, -2.386, -0.608, -1.711, -1.230, 0.527, 0.384, -2.093, 0.024, 0.397, 0.340, 0.451, -0.504, 0.522, 0.412, 0.983, -0.140, 0.110, 0.467, -1.521, 2.467, 0.390, 0.009, 2.187, 0.143, 0.292, 0.473, 0.665, 0.363, -1.264, 0.403, 0.379, -0.271, 0.569, 0.479, 0.478, -0.310, 0.325, -1.367, 0.404, 1.117, 0.363, 0.142, 0.504, 0.111, -1.019, -0.324, 0.679, 0.478, -0.286, -0.163, 0.147, -1.381, -0.048, 0.438, -0.071, 0.539, 0.450, 0.497, -0.494, -1.760, 0.486, -1.853, 0.546, 0.399, 0.394, -0.659, 0.433, 0.508, -0.343, -0.388, 0.421, -0.119, 0.045, 0.479, 2.131, -0.384, 0.490, 0.200, -0.779, -1.673, -0.528, 0.323, 1.512, 0.486, 1.276, 0.142, -1.094, 0.365]}